A molecular structure, C4H6AgCl3F3O2 at a distorted geometry, computed with ωB97M-V/def2-TZVPD.

Calculated values
**Orbital gap**: 5.423 eV
**Relative energy (zero: lowest compared OMol25 entry of this formula, charge and spin)**: 29.63 kcal/mol
**Calculated total energy**: -2133.58817 a.u.
**Total charge**: -3
**Lowest unoccupied orbital energy**: 7.273 eV

Last column: natural (NBO) charge in e.
Atoms and positions in Å:
Ag: -0.782 14.911 -19.526  0.88
C: -0.086 18.315 -17.787  0.32
O: 0.647 19.233 -18.591  -0.59
O: -0.602 17.174 -18.472  -0.91
C: 0.767 18.213 -16.480  0.91
F: 2.147 18.251 -16.669  -0.38
F: 0.481 19.232 -15.680  -0.37
F: 0.535 17.170 -15.749  -0.31
C: 1.794 18.749 -19.397  -0.07
C: 2.291 19.912 -20.242  -0.61
H: 2.674 20.698 -19.591  0.17
H: 3.041 19.657 -20.991  0.19
H: 1.456 20.341 -20.797  0.20
H: 1.555 18.036 -20.185  0.20
H: 2.690 18.350 -18.921  0.17
H: -0.884 18.956 -17.412  0.10
Cl: 0.357 13.552 -17.370  -0.97
Cl: 0.384 14.466 -21.917  -0.96
Cl: -3.251 13.837 -19.770  -0.96



A molecular structure, C60H59Ge2O5P2RuS at a distorted geometry, computed with ωB97M-V/def2-TZVPD.

Calculated values
**2S+1**: 6
**Orbital gap (spin up / spin down)**: 6.624 / 4.918 eV
**Calculated total energy**: -8026.87347 a.u.
**Total charge**: +2
**Lowest unoccupied orbital energy (spin up / spin down)**: -5.640 / -7.441 eV

Last column: Mulliken spin population.
Atoms and positions in Å:
Ru: 0.502 -0.584 0.527  2.49
O: 2.690 0.347 1.887  0.36
S: 3.045 -0.387 3.152  0.55
C: 1.785 0.037 4.292  0.01
C: 2.043 -0.315 5.617  0.08
C: 1.165 0.067 6.615  -0.03
C: 0.031 0.793 6.284  0.07
C: -0.240 1.119 4.960  -0.01
C: 0.616 0.744 3.931  0.06
P: 0.211 1.247 2.199  -0.01
C: -1.556 1.674 2.103  -0.08
C: -2.385 0.849 1.341  0.12
C: -3.718 1.156 1.132  0.03
C: -4.242 2.316 1.686  0.01
C: -3.433 3.152 2.446  0.00
C: -2.096 2.840 2.644  0.00
C: 0.992 2.884 2.086  0.06
C: 0.495 3.796 1.154  0.02
C: 1.043 5.069 1.070  0.00
C: 2.085 5.437 1.912  0.01
C: 2.589 4.525 2.833  0.00
C: 2.048 3.251 2.920  -0.01
C: 1.895 -1.951 -0.131  -0.01
C: 2.208 -3.269 0.208  0.05
C: 3.362 -3.835 -0.306  -0.03
C: 4.185 -3.109 -1.166  0.06
C: 3.879 -1.798 -1.504  -0.04
C: 2.733 -1.208 -0.985  0.07
P: 2.171 0.530 -1.012  0.05
C: 3.668 1.556 -0.940  0.05
C: 4.631 1.416 -1.947  0.00
C: 5.777 2.195 -1.930  0.00
C: 5.975 3.123 -0.916  0.00
C: 5.018 3.278 0.074  0.01
C: 3.866 2.500 0.061  0.01
C: 1.350 1.047 -2.554  0.07
C: -0.120 0.680 -2.631  0.15
C: -0.909 1.387 -3.750  0.04
C: -0.030 1.723 -4.888  0.83
C: 0.927 2.722 -4.339  0.01
C: 1.826 2.022 -3.334  0.08
H: 2.944 -0.870 5.863  0.00
H: 1.371 -0.190 7.646  0.00
H: -0.656 1.103 7.062  0.00
H: -1.148 1.658 4.727  0.01
H: -1.999 -0.071 0.912  -0.09
H: -4.346 0.500 0.539  0.00
H: -5.281 2.575 1.520  0.00
H: -3.841 4.057 2.877  0.00
H: -1.470 3.523 3.208  0.00
H: -0.321 3.517 0.494  0.00
H: 0.647 5.776 0.350  0.00
H: 2.500 6.437 1.856  0.00
H: 3.403 4.806 3.491  0.00
H: 2.452 2.559 3.646  0.00
H: 1.562 -3.855 0.844  0.01
H: 3.620 -4.855 -0.046  0.00
H: 5.081 -3.568 -1.566  0.00
H: 4.549 -1.248 -2.147  0.00
H: 4.480 0.724 -2.765  0.00
H: 6.515 2.080 -2.715  0.00
H: 6.872 3.731 -0.908  0.00
H: 5.161 4.006 0.864  0.00
H: 3.126 2.626 0.831  0.00
H: -0.263 -0.390 -2.670  -0.02
H: -1.811 0.825 -3.985  -0.06
H: -0.076 1.337 -5.898  -0.12
H: 1.512 3.263 -5.077  -0.02
H: 2.833 2.408 -3.213  0.01
C: -2.814 -2.356 3.437  0.01
C: -1.510 -1.577 3.647  0.06
Ge: -0.100 -2.239 2.412  0.03
C: 1.225 -3.248 3.488  0.02
C: 0.635 -3.619 4.850  0.01
C: -0.897 -3.771 1.513  0.03
C: -1.094 -3.890 0.204  0.08
Ge: -0.694 -2.339 -0.903  0.01
C: 0.281 -2.959 -2.499  0.02
C: -0.683 -3.417 -3.599  -0.01
C: -2.384 -1.500 -1.464  0.04
C: -3.587 -2.397 -1.169  0.00
C: -1.633 -5.143 -0.409  0.00
C: -2.921 -5.577 -0.106  0.00
C: -3.408 -6.768 -0.631  0.00
C: -2.611 -7.540 -1.462  0.00
C: -1.321 -7.124 -1.756  0.00
C: -0.837 -5.932 -1.234  0.00
H: -3.612 -1.914 4.038  0.00
H: -2.719 -3.404 3.731  0.00
H: -3.140 -2.341 2.392  0.00
H: -1.105 -1.724 4.649  0.00
H: -1.683 -0.522 3.523  -0.01
H: 2.187 -2.752 3.604  -0.01
H: 1.412 -4.149 2.901  0.00
H: 0.577 -2.758 5.520  0.00
H: 1.263 -4.371 5.332  0.00
H: -0.370 -4.043 4.766  0.00
H: -1.096 -4.633 2.162  0.00
H: 0.918 -3.774 -2.153  0.00
H: 0.961 -2.191 -2.870  0.00
H: -1.436 -4.115 -3.225  0.00
H: -0.132 -3.928 -4.390  0.00
H: -1.207 -2.576 -4.059  0.00
H: -2.281 -1.318 -2.536  0.00
H: -2.499 -0.526 -0.991  0.01
H: -3.532 -3.350 -1.696  0.00
H: -4.503 -1.894 -1.488  0.00
H: -3.679 -2.616 -0.102  0.00
H: -3.542 -4.980 0.553  0.00
H: -4.412 -7.095 -0.385  0.00
H: -2.989 -8.469 -1.869  0.00
H: -0.687 -7.730 -2.392  0.00
H: 0.185 -5.632 -1.443  0.00
O: -1.529 3.123 -0.676  0.01
C: -1.193 2.444 -1.594  0.08
O: -0.724 1.157 -1.392  -0.28
C: -1.229 2.760 -3.084  0.03
C: -0.013 3.693 -3.514  0.09
C: -0.373 4.904 -4.341  -0.02
C: -1.623 5.119 -4.684  0.00
O: -2.129 6.122 -5.443  0.00
C: -3.552 5.989 -5.476  0.00
O: -3.887 4.849 -4.677  0.00
C: -2.743 4.304 -4.212  0.01
C: -2.611 3.252 -3.436  -0.01
H: 0.526 4.030 -2.624  0.00
H: 0.427 5.562 -4.663  0.00
H: -3.880 5.824 -6.497  0.00
H: -4.012 6.874 -5.051  0.00
H: -3.472 2.704 -3.065  0.00



C5H6O in the gas phase, computed with ωB97M-V/def2-TZVPD.

Calculated values
**Orbital gap**: 10.817 eV
**Relative energy (zero: lowest compared OMol25 entry of this formula, charge and spin)**: 40.88 kcal/mol
**Calculated total energy**: -269.28110 a.u.
**Total charge**: 0
**Lowest unoccupied orbital energy**: 0.922 eV

Last column: natural (NBO) charge in e.
Atoms and positions in Å:
C: -0.904 -1.717 -2.098  -0.24
C: -0.462 -0.791 -1.468  -0.01
C: 0.083 0.309 -0.668  -0.48
C: 0.003 0.012 0.830  -0.50
C: 0.655 1.075 1.675  0.45
O: 1.147 2.087 1.235  -0.52
H: -1.292 -2.537 -2.663  0.24
H: -0.452 1.238 -0.889  0.24
H: 1.127 0.490 -0.948  0.25
H: -1.042 -0.087 1.158  0.24
H: 0.476 -0.950 1.068  0.24
H: 0.660 0.871 2.768  0.11